Entry from OMol25: a cluster of 13 separate species, C28H82O14 in total at a distorted geometry (ωB97M-V/def2-TZVPD).

Computed properties:
**LUMO level**: 0.014 hartree
**Total charge**: 0
**Molecular weight**: 642.95 u
**HOMO-LUMO gap**: 9.695 eV
**Highest occupied orbital energy**: -9.31 eV
**Multiplicity**: 1

Geometry (Å):
C1 13.4531 8.3971 16.2729
C2 12.0742 8.7868 15.6823
C3 11.3143 9.7198 16.5814
O1 12.3928 9.3807 14.4200
H1 14.0750 9.2934 16.3862
H2 14.0472 7.7713 15.5674
H3 13.3233 7.8218 17.1361
H4 11.4978 7.8719 15.6071
H5 10.9468 9.1940 17.4284
H6 10.4336 10.1391 16.1282
H7 11.9387 10.5895 16.7139
H8 11.6522 9.3832 13.7862
C4 13.6082 8.4582 4.8792
C5 12.7783 7.7469 5.9029
C6 12.3892 6.4152 5.3052
O2 13.5591 7.4194 7.1368
H9 13.0115 8.2905 3.9674
H10 14.5408 7.9221 4.7415
H11 13.8229 9.5585 5.1136
H12 11.8837 8.3194 6.1484
H13 13.2987 5.9202 4.8284
H14 11.5910 6.4863 4.5649
H15 11.9888 5.6579 6.0238
H16 13.9272 8.2448 7.3872
C7 12.6725 10.0023 11.1774
C8 11.4908 9.0528 11.3697
O3 10.5448 9.5178 12.3874
H17 13.2233 9.6590 10.2532
H18 13.3176 10.0281 12.0001
H19 12.4699 11.0697 11.0177
H20 11.7907 8.0718 11.7438
H21 10.8488 8.9736 10.4208
H22 10.5477 10.4744 12.2257
C9 5.3850 12.4220 5.2065
C10 5.8618 11.0000 5.3492
O4 7.1181 10.8485 5.9298
H23 4.3104 12.4826 4.9638
H24 5.9915 12.9909 4.4108
H25 5.3729 12.9194 6.1843
H26 5.8659 10.4995 4.3905
H27 5.1248 10.4755 6.0359
H28 7.7347 11.5886 5.7548
C11 16.9967 13.1107 11.5851
C12 16.9313 11.8191 10.7949
O5 15.9978 10.8742 11.2797
H29 17.4808 13.9223 11.1323
H30 17.5018 12.8156 12.4796
H31 16.0268 13.5365 11.8441
H32 17.9212 11.3788 10.8029
H33 16.6487 11.9731 9.7442
H34 15.6957 11.1467 12.1975
C13 9.8177 14.0307 5.5530
C14 10.9875 13.6609 6.4217
O6 11.4467 14.7717 7.0133
H35 9.2628 13.1613 5.1223
H36 10.2113 14.6101 4.7238
H37 9.0843 14.5968 6.1410
H38 11.7952 13.1580 5.8247
H39 10.6596 13.0617 7.2357
H40 12.0990 14.6700 7.7798
C15 14.1781 12.3016 14.4568
C16 15.3448 11.3958 14.6930
O7 15.1152 10.2403 13.8387
H41 14.1959 13.2157 15.0842
H42 13.2362 11.7692 14.7284
H43 14.3178 12.4998 13.3919
H44 15.3892 11.0324 15.7103
H45 16.3128 11.7515 14.4172
H46 14.3073 9.8445 14.0797
C17 7.5966 8.1662 13.8319
C18 7.4603 7.5602 12.4117
O8 6.5817 8.4289 11.7538
H47 8.4192 7.7384 14.4986
H48 6.6532 8.0418 14.3760
H49 7.7754 9.2309 13.7697
H50 7.0005 6.5526 12.5152
H51 8.4456 7.3972 11.8661
H52 6.2686 7.9112 10.9826
C19 8.3962 12.4687 9.6431
C20 9.1943 11.4824 10.3933
O9 9.8654 12.0836 11.4935
H53 7.6999 13.0957 10.2240
H54 7.9577 11.9472 8.7361
H55 9.0313 13.2526 9.1570
H56 10.0239 11.0703 9.7549
H57 8.5130 10.6334 10.6617
H58 9.3852 12.9225 11.6966
C21 14.3955 16.3386 9.7837
C22 14.4518 15.1732 8.8126
O10 13.2563 14.3870 8.9419
H59 15.3686 16.8338 9.8998
H60 14.1303 15.9377 10.8055
H61 13.5844 17.0362 9.5250
H62 15.2705 14.4544 9.1138
H63 14.5688 15.5197 7.7827
H64 12.9159 14.6130 9.8670
C23 15.7640 11.4160 6.6119
C24 14.7288 11.0541 7.7131
O11 15.2227 9.9122 8.5059
H65 16.3099 12.3378 6.8456
H66 15.3405 11.4759 5.5855
H67 16.4564 10.5686 6.6751
H68 13.7561 10.7778 7.2552
H69 14.5816 11.8947 8.3823
H70 15.4364 10.1461 9.3954
C25 9.0669 7.2024 8.3249
C26 8.3200 8.4166 8.6132
O12 8.7145 9.4762 7.8102
H71 8.6024 6.3426 8.7579
H72 10.1437 7.2214 8.5876
H73 9.0554 6.9201 7.2654
H74 8.5513 8.8026 9.6442
H75 7.2433 8.2956 8.5860
H76 8.1933 9.6555 7.0104
C27 10.3919 15.6749 12.4153
C28 11.6352 14.9251 12.8416
O13 12.3007 14.2744 11.7336
O14 9.1929 14.8596 12.6436
H77 10.4218 15.9530 11.3736
H78 10.2845 16.5426 13.0366
H79 11.2213 14.2497 13.5869
H80 12.3369 15.5768 13.3863
H81 11.8613 13.4393 11.5064
H82 8.5860 15.3091 13.1764

These are the Mulliken partial charges, in e, on atoms 1 to 99: atom 1 (C): -1.474, atom 2 (C): 0.726, atom 3 (C): -1.451, atom 4 (O): -0.115, atom 5 (H): 0.141, atom 6 (H): 0.339, atom 7 (H): 0.521, atom 8 (H): 0.323, atom 9 (H): 0.437, atom 10 (H): 0.353, atom 11 (H): 0.307, atom 12 (H): 0.339, atom 13 (C): -1.246, atom 14 (C): 1.132, atom 15 (C): -1.573, atom 16 (O): -0.611, atom 17 (H): 0.412, atom 18 (H): 0.324, atom 19 (H): 0.208, atom 20 (H): -0.051, atom 21 (H): 0.327, atom 22 (H): 0.423, atom 23 (H): 0.332, atom 24 (H): 0.263, atom 25 (C): 0.648, atom 26 (C): -0.307, atom 27 (O): -0.913, atom 28 (H): 0.057, atom 29 (H): -0.135, atom 30 (H): -0.088, atom 31 (H): 0.585, atom 32 (H): -0.282, atom 33 (H): 0.249, atom 34 (C): -1.095, atom 35 (C): -0.257, atom 36 (O): -0.380, atom 37 (H): 0.371, atom 38 (H): 0.281, atom 39 (H): 0.282, atom 40 (H): 0.266, atom 41 (H): 0.290, atom 42 (H): 0.144, atom 43 (C): -1.385, atom 44 (C): 0.371, atom 45 (O): -0.451, atom 46 (H): 0.451, atom 47 (H): 0.436, atom 48 (H): 0.184, atom 49 (H): 0.266, atom 50 (H): -0.057, atom 51 (H): 0.121, atom 52 (C): -1.352, atom 53 (C): 0.581, atom 54 (O): -0.537, atom 55 (H): 0.238, atom 56 (H): 0.417, atom 57 (H): 0.317, atom 58 (H): 0.166, atom 59 (H): -0.151, atom 60 (H): 0.548, atom 61 (C): 0.156, atom 62 (C): -0.590, atom 63 (O): -0.608, atom 64 (H): 0.494, atom 65 (H): -0.026, atom 66 (H): -0.240, atom 67 (H): 0.324, atom 68 (H): 0.273, atom 69 (H): 0.113, atom 70 (C): -1.121, atom 71 (C): 0.076, atom 72 (O): -0.554, atom 73 (H): 0.217, atom 74 (H): 0.412, atom 75 (H): 0.216, atom 76 (H): 0.458, atom 77 (H): 0.038, atom 78 (H): 0.298, atom 79 (C): -1.235, atom 80 (C): 1.092, atom 81 (O): -0.460, atom 82 (H): 0.475, atom 83 (H): 0.167, atom 84 (H): 0.336, atom 85 (H): 0.013, atom 86 (H): -0.642, atom 87 (H): 0.118, atom 88 (C): -1.166, atom 89 (C): 0.105, atom 90 (O): -0.370, atom 91 (H): 0.410, atom 92 (H): 0.152, atom 93 (H): 0.334, atom 94 (H): -0.072, atom 95 (H): 0.330, atom 96 (H): 0.140, atom 97 (C): -1.466, atom 98 (C): 0.774, atom 99 (O): -0.536